w) The following is a DFT calculation (the ωB97M-V functional and the def2-TZVPD basis) of a structure of composition C17H29GeN3O7W.

Last column: Löwdin charge in e.
Positions of all 58 atoms, in Å:
W (-0.430, 0.942, 0.704)  1.725
O (-0.364, 4.030, -2.220)  0.258
C (-0.588, 3.178, -1.280)  -0.387
O (0.241, 2.319, -0.921)  -0.058
C (-1.896, 3.248, -0.597)  -0.137
C (-2.962, 4.091, -0.802)  0.087
C (-4.076, 3.938, 0.031)  0.054
C (-4.094, 2.973, 1.030)  0.090
C (-2.980, 2.158, 1.176)  -0.122
N (-1.940, 2.320, 0.364)  -0.010
C (-2.807, 1.085, 2.255)  -0.495
O (-3.667, 0.916, 3.058)  0.202
O (-1.631, 0.437, 2.221)  -0.152
H (0.523, 3.920, -2.611)  0.188
H (-2.937, 4.844, -1.579)  0.149
H (-4.933, 4.586, -0.104)  0.143
H (-4.940, 2.843, 1.693)  0.152
N (-0.086, 3.510, 2.587)  0.049
N (0.416, 2.674, 3.596)  0.022
C (0.965, 1.465, 3.302)  -0.588
O (1.418, 0.675, 4.057)  0.183
O (0.950, 1.246, 1.918)  -0.275
H (0.600, 4.227, 2.363)  0.113
H (-0.912, 3.976, 2.950)  0.109
H (0.573, 3.029, 4.529)  0.175
C (-2.462, -1.164, -0.447)  -0.038
O (-1.364, -0.261, -0.271)  -0.408
H (-2.649, -1.671, 0.498)  0.105
H (-2.204, -1.882, -1.221)  0.101
H (-3.329, -0.579, -0.750)  0.105
C (0.770, -4.538, 0.684)  -0.081
C (0.023, -3.209, 0.737)  -0.267
C (0.752, -2.153, 1.565)  -0.267
C (2.016, -1.584, 0.897)  -0.298
Ge (1.686, -0.350, -0.586)  1.010
C (1.044, -0.857, -2.354)  -0.333
C (2.240, -0.878, -3.318)  -0.281
C (3.372, -1.793, -2.852)  -0.273
C (2.977, -3.261, -2.764)  -0.088
H (0.200, -5.283, 0.129)  0.085
H (0.929, -4.925, 1.692)  0.089
H (1.745, -4.449, 0.205)  0.062
H (-0.963, -3.382, 1.176)  0.112
H (-0.145, -2.836, -0.281)  0.076
H (1.047, -2.594, 2.520)  0.132
H (0.057, -1.352, 1.860)  0.059
H (2.643, -2.393, 0.513)  0.073
H (2.613, -1.023, 1.616)  0.073
H (2.603, 0.881, -0.615)  -0.001
H (0.287, -0.145, -2.687)  0.061
H (0.568, -1.834, -2.275)  0.059
H (2.624, 0.138, -3.441)  0.106
H (1.887, -1.197, -4.302)  0.122
H (3.746, -1.444, -1.874)  0.086
H (4.217, -1.682, -3.532)  0.119
H (2.177, -3.432, -2.040)  0.049
H (3.825, -3.878, -2.469)  0.086
H (2.626, -3.621, -3.733)  0.089

- multiplicity = 1
- total charge = +2

x) The following is a DFT calculation (the ωB97M-V functional and the def2-TZVPD basis) of a structure of composition C17H29GeN3O7W.

Last column: Löwdin charge in e.
Positions of all 58 atoms, in Å:
W (0.620, 0.986, -0.124)  1.646
O (2.439, 2.442, -3.672)  0.251
C (1.936, 2.188, -2.512)  -0.386
O (1.445, 1.090, -2.197)  -0.035
C (1.961, 3.295, -1.522)  -0.129
C (2.480, 4.561, -1.647)  0.084
C (2.369, 5.414, -0.538)  0.050
C (1.739, 4.992, 0.622)  0.085
C (1.225, 3.701, 0.661)  -0.124
N (1.372, 2.902, -0.385)  0.008
C (0.466, 3.083, 1.833)  -0.515
O (0.184, 3.737, 2.786)  0.186
O (0.154, 1.791, 1.658)  -0.177
H (2.390, 1.675, -4.272)  0.185
H (2.955, 4.878, -2.564)  0.147
H (2.778, 6.414, -0.595)  0.141
H (1.629, 5.630, 1.489)  0.150
N (-1.988, 3.835, -0.017)  0.073
N (-2.850, 2.786, -0.364)  0.032
C (-2.420, 1.551, -0.672)  -0.562
O (-3.085, 0.576, -0.852)  0.135
O (-1.034, 1.458, -0.773)  -0.235
H (-2.185, 4.118, 0.939)  0.110
H (-2.174, 4.626, -0.623)  0.108
H (-3.852, 2.888, -0.274)  0.176
C (3.349, -0.089, 1.204)  -0.036
O (2.184, 0.364, 0.514)  -0.406
H (3.136, -0.086, 2.271)  0.108
H (4.165, 0.593, 0.975)  0.103
H (3.589, -1.093, 0.861)  0.101
C (0.055, -3.165, 4.134)  -0.093
C (-0.557, -2.115, 3.218)  -0.257
C (0.061, -2.144, 1.823)  -0.284
C (-0.583, -1.089, 0.899)  -0.337
Ge (0.107, -1.421, -0.958)  0.999
C (-1.118, -1.716, -2.426)  -0.311
C (-1.384, -3.215, -2.600)  -0.279
C (-1.906, -3.862, -1.323)  -0.290
C (-2.236, -5.338, -1.496)  -0.088
H (-0.396, -3.129, 5.124)  0.082
H (1.129, -3.011, 4.252)  0.078
H (-0.097, -4.170, 3.737)  0.082
H (-0.425, -1.115, 3.645)  0.116
H (-1.635, -2.274, 3.133)  0.121
H (-0.056, -3.142, 1.394)  0.100
H (1.139, -1.969, 1.892)  0.100
H (-0.600, -0.158, 1.484)  0.052
H (-1.651, -1.248, 0.712)  0.096
H (1.358, -2.299, -0.871)  0.010
H (-0.661, -1.275, -3.315)  0.077
H (-2.030, -1.160, -2.202)  0.063
H (-0.475, -3.726, -2.928)  0.116
H (-2.114, -3.341, -3.402)  0.127
H (-2.789, -3.317, -0.974)  0.122
H (-1.146, -3.760, -0.528)  0.075
H (-3.015, -5.469, -2.247)  0.085
H (-2.593, -5.777, -0.566)  0.080
H (-1.360, -5.900, -1.821)  0.083

- multiplicity = 1
- total charge = +2

Verdict on stability: x) comes out on top.

w) The following is a DFT calculation (the ωB97M-V functional and the def2-TZVPD basis) of a cluster of 2 separate species, C4H8Cl2Si in total.

Last column: Löwdin charge in e.
Positions of all 15 atoms, in Å:
C (2.219, -2.529, 0.420)  -0.150
C (1.969, -1.513, -0.301)  0.004
C (0.146, 2.218, -0.072)  -0.237
C (-2.296, 0.344, -0.518)  -1.350
Si (-0.737, 0.583, 0.524)  0.650
Cl (-3.627, 1.288, 0.125)  0.508
Cl (-2.533, -1.427, -0.518)  0.472
H (3.062, -3.272, 0.389)  0.065
H (1.636, -3.018, 1.185)  0.038
H (2.189, -1.005, -1.175)  -0.008
H (1.158, 1.905, -0.143)  -0.013
H (-0.209, 2.548, -1.010)  0.006
H (0.054, 2.969, 0.673)  0.000
H (-2.230, 0.733, -1.606)  0.054
H (-0.800, 0.174, 2.029)  -0.037

- multiplicity = 1

x) The following is a DFT calculation (the ωB97M-V functional and the def2-TZVPD basis) of a cluster of 2 separate species, C4H8Cl2Si in total.

Last column: Löwdin charge in e.
Positions of all 15 atoms, in Å:
C (-0.978, 0.579, -1.029)  -0.360
C (-0.123, -0.384, -1.220)  0.047
C (-2.368, 0.643, -1.402)  -0.153
C (2.816, -0.583, 1.823)  -0.305
Si (3.160, -0.279, -0.011)  -0.172
Cl (3.940, 1.613, -0.341)  0.191
Cl (4.437, -1.658, -0.797)  0.238
H (-0.521, 1.538, -0.519)  0.128
H (-0.273, -1.270, -1.784)  0.019
H (-3.006, 1.359, -0.757)  0.100
H (-2.774, -0.371, -1.386)  0.073
H (-2.365, 1.140, -2.446)  0.109
H (2.323, -1.531, 1.693)  -0.010
H (3.769, -0.856, 2.478)  0.081
H (2.262, 0.204, 2.318)  0.015

- multiplicity = 1

Verdict on stability: x) comes out on top.

w) The following is a DFT calculation (the ωB97M-V functional and the def2-TZVPD basis) of the ion C4H11N2S with charge -1.

Last column: Löwdin charge in e.
Positions of all 18 atoms, in Å:
N (2.001, 0.640, 1.992)  -0.018
C (1.436, -0.150, 0.836)  -0.320
N (0.843, 0.723, -0.145)  -0.081
C (-0.618, 0.917, 0.011)  -0.232
C (-1.392, 0.119, -1.168)  -0.290
C (-1.333, -1.383, -0.918)  -0.838
S (-2.809, -2.364, -1.330)  0.033
H (3.002, 0.617, 1.878)  0.030
H (1.638, 1.561, 1.812)  0.037
H (2.284, -0.708, 0.416)  0.105
H (0.764, -0.913, 1.229)  0.092
H (1.109, 0.638, -1.107)  0.089
H (-1.091, 0.497, 0.896)  0.103
H (-0.865, 1.974, -0.117)  0.083
H (-0.881, 0.483, -2.074)  0.088
H (-2.355, 0.609, -1.008)  0.077
H (-0.421, -1.770, -1.379)  0.035
H (-1.312, -1.491, 0.176)  0.007

- multiplicity = 1
- SMILES = NCNCCC[S-]
- total charge = -1

x) The following is a DFT calculation (the ωB97M-V functional and the def2-TZVPD basis) of the ion C4H11N2S with charge -1.

Last column: Löwdin charge in e.
Positions of all 18 atoms, in Å:
N (1.225, -1.637, 1.239)  -0.006
C (0.959, -0.158, 1.292)  -0.318
N (1.528, 0.802, 0.295)  -0.091
C (0.426, 1.256, -0.540)  -0.308
C (-0.583, 0.306, -1.134)  -0.374
C (-1.841, -0.058, -0.302)  -0.826
S (-3.034, -0.756, -1.480)  0.073
H (0.325, -2.113, 0.969)  0.069
H (1.915, -1.805, 0.504)  0.043
H (-0.154, 0.025, 1.371)  0.092
H (1.386, 0.227, 2.198)  0.071
H (2.218, 0.254, -0.263)  0.099
H (-0.323, 1.922, -0.021)  0.113
H (1.028, 1.923, -1.293)  0.125
H (-0.114, -0.674, -1.550)  0.117
H (-0.943, 0.618, -2.074)  0.028
H (-1.674, -0.911, 0.531)  0.051
H (-2.345, 0.778, 0.259)  0.041

- multiplicity = 1
- SMILES = NCNCCC[S-]
- total charge = -1

y) The following is a DFT calculation (the ωB97M-V functional and the def2-TZVPD basis) of the ion C4H11N2S with charge -1.

Last column: Löwdin charge in e.
Positions of all 18 atoms, in Å:
N (-2.868, 1.519, -0.842)  -0.022
C (-1.504, 1.903, -0.485)  -0.329
N (-0.964, 1.575, 0.881)  -0.066
C (0.263, 0.700, 0.907)  -0.204
C (0.164, -0.285, -0.262)  -0.346
C (0.528, -1.773, -0.020)  -0.695
S (2.455, -1.855, -0.003)  -0.045
H (-3.686, 1.528, -0.203)  0.076
H (-2.943, 0.698, -1.354)  0.016
H (-0.932, 1.757, -1.471)  0.138
H (-1.567, 3.014, -0.387)  0.089
H (-1.684, 1.161, 1.319)  0.024
H (1.057, 1.339, 0.710)  0.071
H (0.309, 0.327, 1.923)  0.110
H (0.749, 0.081, -1.101)  0.072
H (-0.873, -0.218, -0.586)  0.060
H (0.126, -2.334, 0.858)  0.024
H (0.279, -2.607, -0.771)  0.026

- multiplicity = 1
- SMILES = NCNCCC[S-]
- total charge = -1

Verdict on stability: w) comes out on top.

w) The following is a DFT calculation (the ωB97M-V functional and the def2-TZVPD basis) of the ion C4H11N2S with charge -1.

Last column: Löwdin charge in e.
Positions of all 18 atoms, in Å:
C (3.105, -1.645, -0.495)  -0.135
N (2.174, -1.012, 0.462)  -0.140
C (0.853, -1.106, 0.044)  -0.282
C (-0.066, 0.198, 0.348)  -0.470
N (0.539, 1.325, -0.396)  -0.004
C (-1.558, -0.127, 0.014)  -0.773
S (-2.679, 1.314, 0.127)  0.075
H (3.338, -0.820, -1.180)  0.073
H (3.996, -2.074, 0.019)  0.074
H (2.658, -2.432, -1.094)  0.056
H (2.266, -1.079, 1.493)  0.124
H (0.138, -1.853, 0.333)  0.088
H (0.830, -1.188, -1.054)  0.105
H (-0.123, 0.480, 1.412)  0.110
H (-0.109, 2.103, -0.154)  0.017
H (0.322, 1.163, -1.355)  0.035
H (-2.001, -0.895, 0.616)  0.010
H (-1.444, -0.539, -1.001)  0.039

- multiplicity = 1
- SMILES = CNC[C@@H](N)C[S-]
- total charge = -1

x) The following is a DFT calculation (the ωB97M-V functional and the def2-TZVPD basis) of the ion C4H11N2S with charge -1.

Last column: Löwdin charge in e.
Positions of all 18 atoms, in Å:
N (1.990, -0.016, 1.206)  -0.018
C (2.112, -0.227, -0.259)  -0.277
C (0.810, 0.224, -0.991)  -0.267
N (-0.276, -0.632, -0.706)  -0.101
C (-1.451, -0.605, 0.251)  -0.351
C (-2.213, 0.685, 0.187)  -0.721
S (-3.858, 0.435, 1.122)  -0.018
H (1.068, 0.350, 1.410)  0.041
H (2.636, 0.696, 1.513)  0.041
H (2.415, -1.244, -0.487)  0.084
H (2.928, 0.437, -0.583)  0.088
H (0.582, 1.246, -0.675)  0.113
H (1.069, 0.176, -2.062)  0.097
H (-0.286, -1.586, -1.021)  0.087
H (-2.094, -1.446, 0.009)  0.076
H (-1.056, -0.783, 1.268)  0.084
H (-1.760, 1.559, 0.645)  0.021
H (-2.615, 0.732, -0.827)  0.020

- multiplicity = 1
- SMILES = NCCNCC[S-]
- total charge = -1

Verdict on stability: w) comes out on top.